The following is a DFT calculation (wB97M-V/def2-TZVPD) of a molecular structure, C7H17Cl3N2O4SrY at a distorted geometry.

```
35
C7H17Cl3N2O4SrY wB97M-V/def2-TZVPD
Sr 1.841 -2.551 0.756
Y -0.853 -3.502 2.532
O 1.261 -3.168 3.089
H 1.737 -3.139 3.929
O -0.448 -1.607 1.503
H -0.292 -0.680 1.287
C 2.667 0.698 -0.553
O 2.882 -0.403 -0.006
N 2.180 1.757 0.084
C 1.844 3.011 -0.586
C 2.014 1.725 1.531
H 2.960 0.908 -1.587
H 2.399 3.272 -1.483
H 1.981 3.814 0.136
H 0.776 3.005 -0.819
H 0.979 1.661 1.873
H 2.568 0.887 1.946
H 2.421 2.639 1.961
C 0.015 -1.919 -2.454
O 0.826 -2.092 -1.525
N -0.942 -0.998 -2.506
C -2.129 -1.180 -3.303
C -1.084 -0.023 -1.434
H -0.055 -2.622 -3.288
H -2.965 -1.527 -2.693
H -1.955 -1.940 -4.072
H -2.431 -0.332 -3.918
H -0.121 0.232 -0.989
H -1.480 0.900 -1.854
H -1.765 -0.408 -0.672
C -2.904 0.620 2.588
Cl -3.804 0.360 4.111
Cl -1.737 1.941 2.774
Cl -4.057 0.934 1.267
H -2.330 -0.271 2.373
```

The gap between HOMO and LUMO is 0.1695 Eh. The largest force on an atom comes out at 4.43 eV/A. The value obtained for the HOMO energy is -0.6644 Ha. The charge is +3. The total energy comes out at -58126.2476 eV. The value obtained for the energy above the lowest of the compared OMol25 structures with the same formula, charge and spin is 0.0 kJ/mol.